No. 1
{"formula": "C32H60CdN2OP3", "method": "ωB97M-V/def2-TZVPD", "total_charge": 1, "e_tot_ev": -71610.307, "e_homo_ha": -0.3126, "lumo_energy_ev": -2.526, "elements": ["C", "C", "C", "C", "C", "H", "H", "H", "N", "P", "P", "C", "H", "H", "C", "H", "C", "C", "C", "C", "C", "H", "H", "H", "C", "H", "H", "H", "C", "H", "H", "H", "C", "H", "H", "H", "C", "H", "H", "H", "C", "H", "H", "H", "C", "H", "H", "H", "C", "H", "H", "H", "C", "H", "H", "H", "C", "H", "H", "H", "C", "H", "H", "H", "C", "H", "H", "H", "Cd", "C", "O", "N", "C", "C", "C", "C", "C", "H", "H", "H", "H", "H", "H", "H", "H", "H", "C", "P", "C", "C", "H", "H", "H", "H", "H", "H", "H", "H", "H"], "coordinates": [[0.5960, 2.9042, -0.2230], [-1.5453, 1.9534, -0.5157], [0.1457, 4.1550, -0.6659], [-1.9809, 3.1518, -1.1594], [-1.1520, 4.2600, -1.1617], [0.8871, 4.9596, -0.7036], [-3.0581, 3.1887, -1.4300], [-1.5123, 5.2279, -1.5735], [-0.2233, 1.8630, -0.1024], [2.6646, 0.9734, -0.0936], [-2.2169, -0.1913, 1.0490], [2.0816, 2.7185, 0.1040], [2.6802, 3.3778, -0.5454], [2.2543, 3.0233, 1.1498], [-2.4197, 0.8242, -0.3278], [-3.3739, 0.8473, -0.9298], [-3.2182, -1.8688, 0.6421], [-3.1698, 0.8804, 2.2461], [3.0662, 0.8291, -1.9739], [4.2068, 1.0029, 1.0059], [-2.2081, -2.9425, 0.2383], [-1.5670, -3.2185, 1.0879], [-2.7608, -3.8432, -0.0738], [-1.5565, -2.6552, -0.5898], [-3.9168, -2.3878, 1.8950], [-3.2181, -2.5687, 2.7209], [-4.7338, -1.7544, 2.2481], [-4.3644, -3.3591, 1.6496], [-4.2057, -1.6330, -0.4899], [-4.8731, -2.5132, -0.5622], [-4.8577, -0.7644, -0.3159], [-3.6728, -1.5195, -1.4455], [-3.1705, 0.2607, 3.6762], [-2.1349, 0.1249, 4.0352], [-3.6959, 0.9687, 4.3536], [-3.7176, -0.6933, 3.6902], [-2.5032, 2.2861, 2.3837], [-1.4138, 2.1975, 2.5122], [-2.7290, 2.9324, 1.5222], [-2.9036, 2.7637, 3.2966], [-4.6355, 1.0682, 1.7588], [-4.6671, 1.5331, 0.7282], [-5.2025, 0.0866, 1.7605], [-5.1123, 1.7771, 2.5035], [4.9509, -0.3212, 0.7625], [5.7991, -0.3694, 1.4576], [4.3046, -1.1916, 0.9451], [5.3528, -0.3924, -0.2566], [3.7369, 1.1002, 2.4724], [3.2281, 2.0599, 2.6702], [3.0654, 0.2697, 2.7576], [4.6424, 1.0600, 3.1073], [5.1370, 2.1943, 0.7319], [4.6282, 3.1571, 0.8608], [5.9494, 2.1469, 1.4700], [5.5976, 2.1624, -0.2601], [1.9329, 1.5176, -2.7529], [1.9431, 2.6115, -2.6386], [2.0587, 1.2996, -3.8255], [0.9541, 1.1291, -2.4355], [3.0505, -0.6666, -2.3125], [2.0260, -1.0625, -2.3007], [3.4587, -0.8024, -3.3243], [3.6520, -1.2674, -1.6166], [4.3907, 1.4859, -2.3844], [4.4279, 2.5561, -2.1324], [5.2687, 0.9727, -1.9746], [4.4619, 1.4179, -3.4810], [0.5195, -0.3950, 0.6132], [0.3099, -0.1366, 3.0041], [0.3582, 0.2597, 4.0785], [-0.2750, -0.9611, -1.5636], [-1.2217, -0.6674, -2.2420], [-1.9534, -0.4188, -3.5214], [-3.3158, 0.2833, -3.3907], [-1.0310, 0.4976, -4.3240], [-2.1418, -1.8214, -4.1364], [-4.0230, -0.2926, -2.7867], [-3.2377, 1.2920, -2.9663], [-3.7694, 0.3847, -4.3951], [-0.0343, 0.0325, -4.3443], [-1.4470, 0.5893, -5.3386], [-0.9383, 1.4907, -3.8356], [-2.9703, -1.7384, -4.8790], [-1.1661, -2.1021, -4.5984], [-2.4115, -2.5725, -3.3427], [2.7789, -2.4729, 3.1883], [1.4791, -2.6622, 1.8995], [2.3032, -3.8638, 0.7772], [0.3497, -3.8933, 2.6844], [3.0949, -3.4681, 3.5529], [3.6638, -1.9581, 2.7749], [2.4025, -1.8831, 4.0427], [2.5846, -4.7714, 1.3308], [1.6008, -4.1465, -0.0184], [3.1975, -3.4253, 0.3155], [0.9511, -4.6920, 3.1420], [-0.2824, -3.4296, 3.4520], [-0.2839, -4.3517, 1.9126]], "forces_ev_per_angstrom": [[-0.34, 0.93, -0.29], [-0.19, -1.25, -0.10], [1.40, -0.57, 0.10], [-0.46, 0.26, 0.41], [-0.94, 0.21, -0.53], [-0.53, -0.12, -0.06], [0.98, 0.19, -0.04], [0.27, -0.82, 0.37], [-0.39, -0.43, 0.11], [0.28, 0.71, -0.23], [-0.62, -1.07, -0.41], [-0.47, -0.03, 0.03], [-0.19, -0.17, 0.29], [0.02, -0.11, -0.37], [-0.16, 1.63, -2.43], [1.08, 0.15, 1.22], [0.71, 1.19, 0.65], [-0.56, -0.13, 1.22], [-0.07, 0.18, 0.60], [-0.30, -0.16, -0.56], [0.18, -0.21, -0.05], [-0.32, 0.16, -0.27], [0.12, 0.15, 0.11], [-0.18, 0.01, 0.12], [-0.31, -0.33, 0.04], [-0.08, 0.13, -0.14], [0.19, -0.08, -0.07], [0.03, 0.04, 0.03], [-0.41, -0.29, -0.05], [0.29, 0.25, -0.09], [0.28, -0.22, -0.15], [-0.27, -0.05, 0.44], [-0.37, 0.32, -0.24], [-0.58, -0.02, -0.01], [0.36, -0.48, -0.24], [0.38, 0.41, 0.22], [-0.20, -0.40, -0.11], [-0.23, 0.14, -0.12], [0.22, -0.25, 0.32], [0.11, -0.17, -0.40], [-0.27, 0.18, 0.28], [-0.03, -0.52, 1.23], [0.55, 1.32, -0.01], [0.23, -0.78, -0.92], [0.15, 0.12, 0.21], [-0.09, -0.12, -0.11], [0.15, 0.20, -0.10], [-0.13, 0.03, 0.26], [0.06, -0.09, -0.05], [0.21, -0.45, 0.01], [0.30, 0.36, -0.12], [-0.47, -0.01, -0.14], [0.17, -0.08, 0.07], [0.11, -0.20, -0.03], [-0.10, 0.10, -0.13], [-0.16, 0.02, 0.29], [-0.19, -0.01, 0.13], [-0.03, -0.32, 0.02], [0.01, 0.01, 0.29], [0.28, 0.23, -0.13], [0.09, -0.17, -0.09], [0.26, 0.11, 0.03], [-0.09, -0.05, 0.20], [-0.03, 0.13, -0.20], [0.02, -0.08, -0.19], [0.00, -0.34, 0.02], [-0.19, 0.17, -0.06], [0.01, 0.01, 0.24], [-0.38, 0.25, -0.70], [0.53, 1.68, 3.50], [-0.27, -1.02, -2.35], [-3.53, 0.70, -2.68], [3.94, -0.48, 2.44], [-0.79, 0.23, 0.74], [-0.42, 0.08, -0.05], [0.44, -0.08, -0.05], [0.12, -0.18, -0.10], [0.14, 0.18, -0.19], [0.13, -0.30, -0.12], [0.39, -0.10, 0.35], [-0.23, 0.28, -0.34], [0.28, 0.11, 0.28], [-0.17, -0.54, -0.39], [0.82, -0.38, 0.37], [-0.91, -0.16, 0.15], [0.17, 0.68, -0.89], [0.14, 0.12, 0.25], [0.38, -1.30, -0.37], [0.10, 0.10, -0.21], [-0.08, 0.17, 0.16], [-0.20, 0.44, -0.16], [-0.44, -0.23, 0.20], [0.18, -0.25, -0.31], [-0.02, 0.29, -0.14], [0.19, 0.09, 0.14], [-0.21, -0.12, 0.07], [-0.12, 0.29, -0.05], [0.05, -0.16, -0.17], [0.22, 0.19, 0.30]]}

No. 2
{"formula": "C32H61As2F3NO4PRuSSeSi3", "method": "ωB97M-V/def2-TZVPD", "spin_multiplicity": 2, "total_charge": -1, "e_tot_ev": -285377.849, "e_homo_ha": [-0.1219, -0.1219], "lumo_energy_ev": [2.127, 2.127], "elements": ["Ru", "F", "C", "F", "F", "C", "C", "C", "C", "C", "C", "C", "C", "H", "H", "H", "H", "S", "C", "C", "N", "C", "H", "H", "H", "C", "Si", "C", "C", "As", "Si", "C", "C", "C", "H", "H", "H", "H", "H", "H", "H", "H", "H", "H", "H", "H", "H", "H", "H", "H", "H", "H", "C", "C", "C", "C", "O", "P", "O", "O", "O", "C", "C", "C", "C", "H", "H", "H", "H", "H", "H", "H", "H", "H", "H", "H", "H", "H", "H", "H", "H", "H", "H", "C", "Si", "C", "C", "Se", "H", "H", "H", "H", "H", "H", "H", "H", "H", "C", "As", "C", "C", "H", "H", "H", "H", "H", "H", "H", "H", "H"], "coordinates": [[-0.2731, -0.2828, 0.2713], [2.6837, 9.9044, -0.5880], [3.3318, 9.2307, -1.5615], [4.6297, 9.5723, -1.4692], [2.8786, 9.7269, -2.7299], [3.1167, 7.7448, -1.4577], [1.8890, 7.2141, -1.8353], [1.6581, 5.8555, -1.7196], [2.6521, 5.0113, -1.2186], [3.8846, 5.5548, -0.8557], [4.1171, 6.9158, -0.9729], [2.4113, 3.6046, -1.0563], [2.2200, 2.4158, -0.9363], [1.1150, 7.8640, -2.2218], [0.7070, 5.4346, -2.0141], [4.6583, 4.8979, -0.4815], [5.0751, 7.3308, -0.6918], [0.3070, -4.8344, 0.6304], [1.8041, -4.1862, 0.1101], [1.7222, -2.8363, 0.0714], [0.5086, -2.3160, 0.4402], [-0.3270, -3.2577, 0.7700], [2.6418, -4.8143, -0.1360], [2.5146, -2.1666, -0.2134], [-1.3447, -3.0773, 1.0686], [4.0491, 1.1190, -3.1998], [3.2391, -0.2910, -2.2750], [4.6195, -1.4439, -1.7220], [2.0903, -1.2253, -3.4126], [1.8841, 0.5785, -0.4923], [3.4019, 0.7590, 1.3334], [3.5371, -0.9238, 2.1233], [5.0884, 1.4129, 0.8061], [2.6742, 2.0158, 2.4940], [4.5643, 0.7453, -4.0885], [4.7765, 1.6284, -2.5651], [3.3122, 1.8607, -3.5086], [5.2290, -1.7025, -2.5921], [4.2543, -2.3757, -1.2911], [5.2678, -0.9687, -0.9867], [2.5653, -1.4166, -4.3780], [1.1745, -0.6563, -3.5836], [1.7918, -2.1813, -2.9772], [4.0259, -1.6423, 1.4627], [2.5303, -1.2849, 2.3493], [4.1040, -0.8785, 3.0559], [5.7577, 0.6440, 0.4211], [5.5750, 1.8831, 1.6645], [4.9636, 2.1733, 0.0319], [1.6431, 1.7478, 2.7397], [2.6690, 3.0013, 2.0240], [3.2612, 2.0713, 3.4148], [-4.2091, -1.2524, 1.5321], [-4.5229, -2.6616, 1.0512], [-4.3880, -3.6522, 2.2008], [-5.9171, -2.7410, 0.4451], [-3.5447, -3.0996, 0.0824], [-3.0982, -2.2514, -1.2293], [-4.2720, -1.5846, -1.8474], [-1.8933, -1.4294, -0.9045], [-2.5063, -3.4570, -2.1237], [-3.1949, -4.6160, -2.6129], [-3.1987, -5.7040, -1.5456], [-2.3640, -5.0674, -3.8081], [-4.6176, -4.2972, -3.0568], [-5.0140, -0.8898, 2.1748], [-4.1097, -0.5712, 0.6840], [-3.2713, -1.2168, 2.0882], [-5.0570, -3.3741, 3.0169], [-3.3647, -3.6514, 2.5788], [-4.6393, -4.6611, 1.8689], [-6.6569, -2.4322, 1.1866], [-6.1375, -3.7671, 0.1404], [-5.9830, -2.0981, -0.4313], [-2.1761, -5.9309, -1.2387], [-3.6529, -6.6119, -1.9487], [-3.7594, -5.3829, -0.6691], [-1.3373, -5.2583, -3.4947], [-2.3533, -4.2891, -4.5707], [-2.7789, -5.9808, -4.2393], [-5.2264, -3.9653, -2.2180], [-5.0670, -5.1926, -3.4935], [-4.6162, -3.4951, -3.7932], [1.5816, -0.8111, 5.1877], [-0.1284, -0.1095, 4.8386], [-0.2015, 1.6155, 5.5806], [-1.4266, -1.1721, 5.6778], [-0.6020, -0.0272, 2.6735], [1.8217, -0.8184, 6.2549], [2.3292, -0.2056, 4.6723], [1.6563, -1.8315, 4.8077], [-0.1342, 1.6025, 6.6722], [-1.1402, 2.0913, 5.2936], [0.6151, 2.2270, 5.1917], [-1.3084, -1.1876, 6.7652], [-1.3738, -2.1967, 5.3060], [-2.4175, -0.7808, 5.4410], [-3.5698, 1.7887, -0.3782], [-1.7060, 1.4588, -0.8309], [-1.9309, 1.0559, -2.7181], [-1.1178, 3.3112, -1.0276], [-3.9203, 2.6647, -0.9254], [-3.6756, 1.9514, 0.6936], [-4.1489, 0.9132, -0.6778], [-2.4209, 1.8939, -3.2170], [-2.5404, 0.1589, -2.8047], [-0.9541, 0.8746, -3.1657], [-1.8377, 3.8808, -1.6187], [-0.1504, 3.3108, -1.5232], [-1.0013, 3.7672, -0.0445]], "forces_ev_per_angstrom": [[0.00, -0.64, -2.38], [0.00, 0.00, 0.00], [-0.01, -0.18, 0.01], [0.00, -0.01, 0.01], [-0.02, 0.00, -0.01], [0.03, 0.16, -0.05], [0.00, -0.04, 0.00], [-0.02, 0.06, -0.03], [-0.03, -0.20, 0.09], [0.04, 0.08, 0.01], [-0.01, -0.04, -0.01], [0.10, 0.02, -0.17], [-0.06, 0.06, 0.10], [-0.01, 0.01, -0.01], [-0.02, 0.01, 0.03], [0.00, 0.01, 0.03], [0.00, -0.01, 0.01], [-0.02, -0.03, 0.00], [0.00, -0.02, -0.02], [-0.08, -0.08, -0.02], [-0.01, 0.59, 0.36], [0.05, -0.07, -0.01], [0.05, 0.00, -0.01], [0.00, -0.01, 0.01], [-0.11, 0.06, 0.04], [0.00, 0.08, 0.00], [0.00, 0.06, -0.09], [-0.01, -0.03, 0.09], [-0.10, -0.02, 0.01], [-0.22, 0.00, 0.18], [0.09, 0.10, -0.01], [-0.02, -0.08, 0.00], [0.01, -0.03, -0.07], [-0.18, 0.03, 0.00], [0.02, -0.02, 0.00], [0.02, 0.02, 0.00], [-0.01, 0.01, -0.03], [0.01, 0.01, -0.02], [0.01, -0.05, -0.02], [0.05, 0.02, 0.00], [0.02, -0.02, 0.00], [-0.01, 0.00, -0.02], [-0.02, 0.00, 0.01], [0.05, -0.02, 0.01], [0.01, -0.01, 0.04], [0.00, 0.01, 0.01], [0.02, -0.04, -0.01], [0.02, 0.00, 0.01], [0.01, 0.04, 0.01], [0.01, 0.00, 0.02], [0.02, 0.04, 0.00], [0.02, 0.00, 0.02], [0.10, 0.09, -0.13], [-0.01, 0.04, 0.07], [0.01, 0.03, -0.02], [-0.06, -0.02, -0.06], [0.04, -0.13, 0.08], [-0.03, 0.02, -0.13], [0.05, 0.06, -0.03], [0.18, 0.06, 0.12], [0.07, -0.01, 0.10], [-0.08, 0.00, -0.12], [0.01, -0.01, 0.06], [-0.03, -0.02, 0.00], [-0.01, 0.00, 0.01], [0.01, 0.00, 0.03], [-0.12, -0.13, 0.14], [0.03, -0.01, 0.02], [-0.01, -0.01, 0.01], [0.01, 0.03, 0.03], [0.00, -0.02, -0.01], [-0.02, -0.02, 0.00], [0.00, -0.02, 0.01], [0.00, 0.02, 0.04], [0.01, 0.01, 0.01], [0.01, -0.02, 0.01], [0.01, 0.00, -0.02], [0.03, 0.00, 0.01], [0.00, 0.02, -0.01], [0.00, 0.00, 0.00], [-0.02, -0.02, 0.01], [0.01, 0.00, 0.00], [-0.01, 0.01, -0.01], [0.01, -0.01, 0.13], [0.14, -0.01, -0.43], [0.00, 0.01, 0.09], [-0.01, -0.02, 0.12], [-0.61, 0.29, 1.14], [0.00, 0.00, 0.04], [0.03, 0.00, 0.01], [0.02, -0.02, -0.01], [0.02, 0.00, 0.04], [-0.01, 0.02, 0.01], [0.01, 0.02, -0.02], [0.00, -0.01, 0.04], [0.00, -0.01, -0.01], [-0.02, -0.01, 0.00], [-0.07, -0.12, 0.00], [0.74, -0.04, 0.58], [-0.05, -0.04, -0.01], [-0.08, 0.08, 0.04], [-0.02, -0.01, 0.00], [0.02, -0.01, 0.00], [0.01, 0.09, -0.03], [0.01, 0.00, -0.02], [-0.01, 0.01, -0.02], [0.01, 0.02, 0.01], [-0.02, 0.00, 0.01], [0.00, -0.01, -0.01], [0.01, 0.01, 0.01]]}